This record from OMol25 describes a structure of composition C16H20BCoF4N7OS2. The level of theory is the ωB97M-V functional and the def2-TZVPD basis.

The geometry in XYZ format:
```
52
Properties=species:S:1:pos:R:3:forces:R:3:lowdin_charge:R:1
Co 0.292472 0.138044 0.547473 0.632 0.121 0.139 0.3995
C -3.746247 0.626566 4.094589 -0.043 -0.004 0.014 -0.4628
S -2.117794 1.224404 4.560588 0.107 0.005 -0.020 0.8369
C -1.132117 0.842708 3.151288 -0.134 0.004 -0.079 -1.0850
S -1.810976 0.155271 1.751489 -0.034 -0.228 0.154 0.7104
N 0.128755 1.159117 3.381017 -0.042 0.124 0.119 -0.0896
N 0.933324 0.941034 2.319266 -0.178 -0.134 -0.244 -0.0925
C 2.187872 1.122987 2.468259 0.044 0.040 0.114 -0.0531
C 3.073813 0.934123 1.322033 0.075 0.068 -0.113 -0.2375
C 4.446802 1.112155 1.439750 0.058 0.006 0.028 -0.0106
C 5.240789 0.965838 0.315247 0.005 -0.001 0.022 -0.0545
C 4.642308 0.649029 -0.892349 -0.011 0.002 -0.024 -0.0483
C 3.266614 0.475965 -0.917067 -0.002 -0.119 0.033 -0.1084
N 2.500077 0.612500 0.154889 -0.017 0.020 0.040 0.0950
H -4.374966 0.787990 4.970737 0.023 0.006 -0.014 0.0275
H -3.717171 -0.433519 3.855826 0.007 0.001 -0.004 0.0229
H -4.146642 1.180335 3.249539 0.003 -0.005 -0.012 0.0197
H 2.594403 1.420435 3.430331 -0.021 0.006 0.013 0.1297
H 4.875747 1.357294 2.402577 -0.005 0.000 -0.013 0.1148
H 6.313699 1.093022 0.381806 -0.014 0.002 0.005 0.1099
H 5.222565 0.519985 -1.795326 -0.006 -0.004 0.014 0.1047
H 2.760990 0.187070 -1.831844 0.011 0.002 0.012 0.1064
N -0.830595 3.053275 -1.936642 -0.045 0.018 -0.078 0.1250
C -0.930177 3.852053 -0.814134 -0.016 -0.005 -0.003 -0.0518
C -0.575710 3.070769 0.241787 0.005 -0.002 -0.034 -0.0744
N -0.258315 1.826058 -0.226387 0.148 -0.029 0.114 0.0122
C -0.424173 1.833302 -1.529390 -0.007 0.027 0.146 -0.2266
C -0.165064 0.584573 -2.207653 0.048 -0.059 -0.084 -0.2467
N 0.236562 -0.432180 -1.472244 -0.330 0.157 -0.064 0.0902
C 0.422825 -1.482171 -2.331206 0.049 -0.033 -0.044 -0.0817
C 0.128373 -1.083595 -3.601222 0.033 -0.010 0.078 -0.0534
N -0.245747 0.239183 -3.509231 -0.045 0.082 -0.106 0.1244
H -1.041188 3.336783 -2.876483 -0.007 0.005 0.001 0.1596
H -1.247051 4.877492 -0.872777 0.008 -0.017 -0.001 0.1168
H -0.544534 3.301514 1.293339 0.014 0.002 -0.024 0.1192
H 0.760311 -2.438852 -1.977474 -0.015 -0.013 -0.002 0.1105
H 0.150355 -1.605298 -4.541173 -0.001 0.002 0.021 0.1178
H -0.547136 0.818207 -4.272349 0.011 0.001 0.000 0.1581
C -4.023900 -3.065974 -1.251971 -0.012 -0.029 0.003 -0.0851
C -2.973687 -1.989481 -1.459776 0.004 -0.104 -0.028 -0.3339
O -2.033074 -1.929937 -0.413111 -0.210 0.046 -0.023 -0.1482
H -4.781790 -3.029890 -2.038491 0.018 -0.003 0.016 0.0707
H -4.512008 -2.930797 -0.286170 -0.001 0.003 -0.022 0.0771
H -3.567204 -4.058191 -1.267388 -0.007 0.014 0.008 0.0753
H -3.449438 -1.005514 -1.484888 0.002 -0.001 0.008 0.1117
H -2.475583 -2.136921 -2.429669 0.004 0.007 -0.001 0.0984
H -1.521580 -2.746442 -0.341893 0.070 0.022 -0.025 0.0696
F 0.975018 -1.572099 1.275437 -0.221 -0.073 -0.160 0.0244
B 1.422966 -2.832629 0.640282 0.146 0.038 0.071 -1.1955
F 2.418980 -2.488721 -0.276873 -0.126 -0.011 0.022 0.1238
F 1.878781 -3.648329 1.638724 -0.009 0.028 -0.025 0.1699
F 0.319464 -3.388538 -0.031093 0.035 0.026 0.050 0.1074
```
Positions in Å, forces in eV/Å.

Computed properties:
- 2S+1: 2
- E_HOMO (spin up / spin down): -7.3 / -7.3 eV
- E_LUMO (spin up / spin down): -0.3493 / -0.3498 eV
- Relative energy (zero: lowest compared OMol25 entry of this formula, charge and spin): 0.431 eV

---

This record from OMol25 describes a cluster of 4 separate species, C4H16NO4S in total in a non-equilibrium geometry. The level of theory is the ωB97M-V functional and the def2-TZVPD basis.

The geometry in XYZ format:
```
26
Properties=species:S:1:pos:R:3:forces:R:3:lowdin_charge:R:1
O -2.018164 2.444336 -0.000391 -2.687 8.744 2.296 -0.0517
C -1.663508 1.380119 -0.281285 2.633 -7.237 -1.230 -0.4634
C -0.201698 0.946283 -0.074577 -0.737 1.630 -1.688 -0.3701
C -0.006431 -0.255454 -0.925679 2.357 -2.289 -0.188 -0.3250
C -0.126763 -0.100859 -2.415795 2.114 -0.031 -1.348 -0.5057
S 0.759967 1.493707 -2.987993 -1.885 -0.810 -0.646 0.6464
N 0.084153 0.543055 1.340779 3.712 4.200 -0.710 0.1396
H -2.448033 0.661066 -0.640137 0.944 -0.550 -0.246 0.0954
H 0.521592 1.844922 -0.329908 -1.374 -1.743 0.485 0.1374
H 1.112096 -0.668929 -0.836926 -2.368 0.488 0.497 0.1434
H -0.774167 -1.022681 -0.605196 1.051 0.450 -0.154 0.1277
H -1.116594 -0.189393 -2.831926 -0.315 0.499 0.041 0.0621
H 0.503295 -0.907545 -2.907370 -0.937 0.711 0.552 0.0661
H -0.288937 1.793261 -3.833008 0.952 0.105 0.534 -0.1304
H -0.742178 0.416213 1.758898 -4.254 -0.534 2.027 0.0565
H 0.520314 1.397415 1.893298 -0.753 -2.260 -1.417 0.1648
H 0.583163 -0.289105 1.423695 1.617 -1.738 0.041 0.0189
H -1.031675 3.275281 2.270169 0.057 -0.546 -0.746 0.0982
H -0.624292 2.512155 3.416586 0.229 0.075 4.668 0.0068
O -0.633633 2.422215 2.525588 -0.935 1.938 -2.936 -0.0173
H 1.223562 -2.229633 1.072016 -0.529 -4.905 -4.663 -0.0692
H 2.098395 -1.799300 2.222118 1.935 -0.789 1.095 0.0519
O 1.357962 -1.640721 1.701358 -0.786 4.557 3.714 0.0371
H 0.232350 -4.277455 0.103756 0.660 -0.342 -1.242 0.0557
H 1.628783 -3.949985 -0.959386 -2.842 -0.241 2.712 0.1330
O 1.050435 -3.798972 -0.098693 2.143 0.619 -1.449 -0.1082
```
Positions in Å, forces in eV/Å.

Computed properties:
- 2S+1: 2
- E_HOMO (spin up / spin down): -3.1 / -7.4 eV
- E_LUMO (spin up / spin down): 0.0778 / 0.0408 eV

---

This record from OMol25 describes a structure of composition C16H24DyF5N4O9Te in a non-equilibrium geometry. The level of theory is the ωB97M-V functional and the def2-TZVPD basis.

The geometry in XYZ format:
```
60
Properties=species:S:1:pos:R:3:forces:R:3:lowdin_charge:R:1
Dy 7.455018 8.523651 9.835751 1.996 -0.109 -0.068 1.8020
O 9.219994 6.472296 6.182789 -1.206 0.685 1.911 -0.0448
C 8.492886 6.999217 7.065752 0.737 1.103 -1.824 -0.5711
O 8.878538 7.764800 8.041018 -1.672 -1.013 -0.521 -0.1710
C 6.909935 6.811574 6.722875 2.592 -2.015 0.200 -0.1298
N 5.959827 7.014446 7.748381 1.272 1.221 2.108 -0.2244
C 4.967991 7.963505 7.337415 -1.379 -0.351 0.125 -0.2097
C 5.392136 9.429702 7.097139 2.148 -0.895 0.735 -0.0981
N 6.019699 10.119883 8.342015 -1.879 -2.606 -0.970 -0.1453
C 4.868739 10.404134 9.262027 1.189 0.073 -0.191 -0.1672
C 5.312038 10.879222 10.634389 -0.879 -0.268 -0.068 -0.1692
N 5.968046 9.870604 11.478154 0.460 -0.816 -0.213 -0.2135
C 5.162968 8.877122 12.257780 -0.927 1.889 1.918 -0.1521
C 4.386359 7.797475 11.565384 -0.667 -0.741 -2.153 -0.1833
N 5.204434 6.777228 10.803480 -0.463 1.002 0.777 -0.1872
C 4.550598 6.197078 9.607898 0.770 0.615 0.405 -0.1615
C 5.579948 5.786119 8.509612 -1.170 0.928 -0.536 -0.1143
C 5.744007 5.749213 11.718487 0.970 0.355 0.104 -0.0827
C 7.259875 5.487837 11.362686 -0.139 1.490 -1.729 -0.6305
O 7.772103 4.429451 11.642690 0.096 -0.651 0.622 0.0319
O 7.798991 6.434789 10.637259 -0.563 -0.793 1.012 -0.2308
C 6.937041 10.566861 12.322639 0.381 0.709 1.964 -0.1451
C 8.011001 9.631463 12.938505 -0.438 -1.756 -0.749 -0.6240
O 8.151666 9.326663 14.146121 -0.344 1.295 -1.594 -0.0262
O 8.566160 9.068176 11.929858 0.245 -0.727 0.089 -0.1597
C 6.733040 11.327248 7.842824 1.277 0.280 0.909 -0.4142
C 8.154318 11.494056 8.616430 -0.896 0.671 -0.582 -0.5712
O 8.876671 12.414764 8.254945 -0.365 -0.229 0.214 0.0294
O 8.431315 10.593008 9.479564 -0.369 -0.691 0.243 -0.1782
H 6.914514 5.727251 6.632214 0.171 -0.347 -0.876 0.1009
H 6.664064 7.221327 5.722708 0.164 0.095 0.731 0.1310
H 4.234144 7.950493 8.139070 -0.391 0.407 -0.770 0.0658
H 4.523801 7.519043 6.404882 -0.280 0.853 0.373 0.1384
H 4.507914 9.999046 6.815111 0.156 0.097 -0.537 0.1156
H 6.217569 9.365789 6.321384 -1.213 0.652 0.684 0.1383
H 4.214326 9.499022 9.394935 0.741 0.845 -0.400 0.1071
H 4.286915 11.250582 8.890719 -0.214 -0.243 -0.439 0.1201
H 4.337646 11.123717 11.014625 -0.602 0.514 1.122 0.1161
H 5.893633 11.824837 10.619849 -0.284 -0.849 -0.249 0.1271
H 4.364556 9.422685 12.899241 0.906 -0.346 -0.981 0.1516
H 5.792842 8.486265 13.061129 0.411 -0.171 -0.408 0.1168
H 3.631217 8.305785 10.916752 0.781 -0.444 -0.170 0.1104
H 3.707392 7.249034 12.211884 0.160 0.071 0.917 0.1144
H 3.890454 7.041694 9.310942 0.077 -1.468 -0.101 0.0912
H 4.000065 5.289519 9.845190 -0.512 -0.053 0.267 0.1085
H 5.153180 5.032284 7.792683 -0.150 0.501 0.468 0.1255
H 6.431138 5.247613 8.983619 -0.204 0.928 -0.421 0.1297
H 5.195955 4.785670 11.553209 0.345 0.669 0.592 0.1222
H 5.745896 6.099572 12.809734 -0.314 -0.555 -1.521 0.1472
H 6.508035 11.162879 13.118547 -1.014 -0.035 0.528 0.1179
H 7.405316 11.335379 11.731602 0.640 -0.224 -0.507 0.1085
H 5.549817 13.346610 8.939489 0.368 -0.025 -0.104 0.0166
H 7.103736 11.115677 6.861417 0.227 -0.641 -0.888 0.1214
F 6.687335 13.019808 4.798276 -1.843 1.186 0.985 -0.5744
Te 5.054300 13.985137 5.720494 2.330 -3.389 -0.932 2.0217
F 4.749937 14.560798 3.933762 -0.132 0.107 0.559 -0.5092
F 3.282203 14.642566 6.132757 -0.038 -0.098 -0.077 -0.5702
F 5.334585 14.023833 9.636161 -0.083 -0.379 -0.372 -0.1908
F 4.178450 12.347611 5.323118 0.284 1.063 0.285 -0.4545
O 5.899210 12.369313 7.766263 -1.263 2.623 0.101 -0.3231
```
Positions in Å, forces in eV/Å.

Computed properties:
- Charge: -2
- 2S+1: 6
- E_HOMO (spin up / spin down): -3.1 / -3.1 eV
- E_LUMO (spin up / spin down): 3.8147 / 3.8146 eV
- Relative energy (zero: lowest compared OMol25 entry of this formula, charge and spin): 1.196 eV